1.
Entry from OMol25: a cluster of 13 separate species, C122H98N6O14 in total (the ωB97M-V functional and the def2-TZVPD basis).

XYZ file:
```
240
Properties=species:S:1:pos:R:3
C -1.497 0.345 -4.075
C -2.997 0.389 -4.456
C -3.206 1.242 -5.709
C -2.435 0.832 -6.907
N -1.852 0.509 -7.877
H -1.158 1.354 -3.839
H -0.969 -0.158 -4.886
H -1.318 -0.231 -3.168
H -3.550 0.882 -3.657
H -3.360 -0.635 -4.551
H -2.822 2.260 -5.652
H -4.269 1.149 -5.934
C 6.701 0.850 -4.011
C 7.795 0.106 -3.277
C 9.027 0.907 -2.989
C 10.075 0.120 -2.290
N 10.902 -0.473 -1.819
H 6.684 1.856 -3.590
H 5.763 0.332 -3.812
H 6.875 1.034 -5.071
H 8.025 -0.852 -3.744
H 7.389 -0.191 -2.310
H 8.721 1.740 -2.355
H 9.390 1.300 -3.939
C -2.487 3.797 -2.043
C -1.267 3.314 -1.323
C -0.804 4.222 -0.179
C -1.762 4.710 0.822
N -2.398 5.056 1.696
H -2.730 3.194 -2.917
H -2.312 4.816 -2.388
H -3.307 3.753 -1.325
H -0.476 3.165 -2.059
H -1.533 2.334 -0.928
H -0.594 5.196 -0.621
H 0.116 3.931 0.329
C 1.049 0.374 -0.395
C 0.567 -0.770 0.538
C -0.490 -1.648 -0.259
C -1.778 -0.929 -0.549
N -2.803 -0.368 -0.685
H 0.240 0.955 -0.838
H 1.566 -0.119 -1.219
H 1.737 1.065 0.092
H 0.176 -0.329 1.455
H 1.350 -1.319 1.061
H -0.845 -2.450 0.388
H -0.178 -2.185 -1.155
C -6.280 2.554 -3.049
C -6.861 1.586 -1.961
C -6.265 0.165 -2.010
C -6.437 -0.471 -3.290
N -6.669 -0.944 -4.327
H -6.274 2.143 -4.059
H -5.235 2.717 -2.787
H -6.785 3.520 -3.075
H -7.939 1.433 -2.008
H -6.793 1.981 -0.947
H -6.757 -0.400 -1.218
H -5.224 0.143 -1.688
C 4.041 0.284 -6.194
C 3.612 1.697 -6.634
C 3.778 1.976 -8.146
C 5.216 1.918 -8.515
N 6.347 1.856 -8.803
H 3.795 0.164 -5.139
H 5.100 0.029 -6.232
H 3.618 -0.646 -6.574
H 4.031 2.467 -5.987
H 2.537 1.660 -6.461
H 3.339 2.940 -8.404
H 3.198 1.162 -8.581
C 0.863 -4.843 3.610
C 0.829 -5.539 4.760
C 0.620 -4.866 5.991
C 0.528 -3.473 6.091
C 0.583 -2.791 4.846
C 0.721 -3.441 3.611
C 0.507 -1.302 4.768
O 0.605 -0.710 3.723
C 0.089 -0.634 6.086
C -0.198 0.712 6.043
C -0.512 1.416 7.246
C -0.599 0.676 8.454
C -0.265 -0.647 8.479
C 0.002 -1.362 7.274
C 0.217 -2.834 7.384
O 0.037 -3.358 8.464
H 1.053 -5.387 2.696
H 1.009 -6.602 4.701
H 0.538 -5.464 6.887
H 0.688 -2.978 2.635
H -0.065 1.266 5.125
H -0.653 2.484 7.173
H -0.732 1.314 9.314
H -0.118 -1.125 9.436
C -2.597 1.678 1.929
C -1.753 2.019 2.992
C -2.356 2.689 4.056
C -3.708 2.950 4.238
C -4.564 2.562 3.165
C -3.957 2.050 1.990
C -6.010 2.746 3.172
O -6.800 2.409 2.278
C -6.533 3.784 4.214
C -7.830 4.299 4.176
C -8.386 5.033 5.229
C -7.564 5.355 6.255
C -6.268 4.914 6.342
C -5.705 4.066 5.332
C -4.312 3.614 5.371
O -3.680 3.955 6.406
H -2.189 1.267 1.017
H -0.685 1.899 2.888
H -1.744 2.951 4.906
H -4.550 1.694 1.161
H -8.424 4.040 3.312
H -9.398 5.410 5.216
H -7.904 5.946 7.092
H -5.611 5.203 7.149
C -4.213 -4.273 -1.014
C -5.590 -3.980 -1.141
C -6.234 -3.246 -0.160
C -5.565 -2.691 0.936
C -4.232 -2.988 1.077
C -3.531 -3.790 0.187
C -3.500 -2.746 2.311
O -2.298 -3.057 2.419
C -4.240 -2.064 3.441
C -3.580 -1.687 4.601
C -4.180 -0.960 5.631
C -5.508 -0.467 5.440
C -6.169 -0.692 4.247
C -5.594 -1.529 3.259
C -6.329 -1.836 1.964
O -7.505 -1.498 1.640
H -3.687 -4.846 -1.763
H -6.063 -4.344 -2.041
H -7.278 -2.990 -0.266
H -2.531 -4.121 0.422
H -2.541 -1.952 4.727
H -3.574 -0.681 6.481
H -6.034 0.197 6.110
H -7.165 -0.322 4.050
C 1.466 -1.359 -8.333
C 1.355 -2.179 -9.480
C 0.763 -3.429 -9.421
C 0.286 -3.956 -8.231
C 0.283 -3.176 -7.083
C 0.971 -1.900 -7.129
C -0.276 -3.635 -5.786
O -0.180 -2.854 -4.814
C -0.704 -5.060 -5.703
C -1.149 -5.537 -4.477
C -1.459 -6.877 -4.410
C -1.454 -7.731 -5.474
C -1.200 -7.201 -6.771
C -0.676 -5.893 -6.845
C -0.119 -5.391 -8.160
O -0.109 -6.118 -9.155
H 1.784 -0.329 -8.404
H 1.665 -1.842 -10.459
H 0.632 -4.018 -10.316
H 1.001 -1.215 -6.295
H -0.928 -5.010 -3.561
H -1.755 -7.131 -3.403
H -1.866 -8.721 -5.340
H -1.349 -7.737 -7.696
C 4.031 -0.208 3.789
C 4.260 -0.222 5.152
C 3.715 0.753 5.974
C 2.928 1.735 5.429
C 2.740 1.836 4.044
C 3.276 0.834 3.245
C 1.956 2.977 3.334
O 1.764 3.062 2.139
C 1.298 3.857 4.319
C 0.458 4.825 3.802
C -0.423 5.561 4.539
C -0.385 5.410 5.934
C 0.610 4.586 6.460
C 1.429 3.818 5.655
C 2.282 2.771 6.334
O 2.418 2.792 7.583
H 4.356 -0.987 3.115
H 4.882 -0.959 5.639
H 3.962 0.797 7.025
H 3.095 0.896 2.182
H 0.378 5.031 2.745
H -1.048 6.254 3.994
H -1.025 6.071 6.499
H 0.735 4.598 7.533
C 6.500 4.852 2.124
C 6.839 3.514 1.918
C 6.217 2.765 0.893
C 5.157 3.359 0.208
C 4.789 4.709 0.453
C 5.444 5.426 1.409
C 3.599 5.237 -0.262
O 3.100 6.312 0.017
C 3.081 4.454 -1.407
C 2.198 5.027 -2.345
C 1.624 4.292 -3.388
C 1.921 2.957 -3.510
C 2.827 2.350 -2.632
C 3.434 3.106 -1.673
C 4.442 2.465 -0.828
O 4.676 1.291 -0.947
H 7.037 5.411 2.876
H 7.701 3.087 2.409
H 6.440 1.722 0.721
H 5.144 6.424 1.691
H 2.027 6.093 -2.312
H 1.067 4.817 -4.150
H 1.447 2.472 -4.351
H 3.058 1.297 -2.696
C 3.832 -1.756 -2.173
C 2.959 -2.324 -3.075
C 2.289 -3.429 -2.609
C 2.347 -3.937 -1.326
C 3.218 -3.286 -0.451
C 4.025 -2.193 -0.905
C 3.755 -3.923 0.833
O 4.683 -3.370 1.438
C 3.182 -5.253 1.181
C 3.590 -5.976 2.349
C 3.154 -7.245 2.618
C 2.152 -7.799 1.859
C 1.624 -7.005 0.796
C 2.113 -5.741 0.425
C 1.564 -5.091 -0.790
O 0.598 -5.600 -1.333
H 4.491 -0.949 -2.457
H 2.813 -2.020 -4.101
H 1.658 -3.888 -3.356
H 4.827 -1.680 -0.394
H 4.421 -5.590 2.919
H 3.473 -7.740 3.523
H 1.817 -8.786 2.138
H 0.850 -7.491 0.220
```

Calculated values
multiplicity = 1
E_HOMO = -9.4797 eV
M = 1872.15 g mol⁻¹

Atom charges from the Mulliken analysis, given in e for atoms 1 to 2:
1. C 0.45
2. C 0.18

2.
Entry from OMol25: a structure of composition C12H10B2BrF8MnN2O4 (the ωB97M-V functional and the def2-TZVPD basis).

XYZ file:
```
40
Properties=species:S:1:pos:R:3
Mn 0.513 -0.473 -0.072
Br 0.517 -3.908 -0.409
B 3.152 1.027 0.625
F 2.035 1.453 1.240
F 3.239 -0.322 0.888
F 2.827 1.218 -0.682
F 4.271 1.728 0.964
B -2.715 1.159 -0.474
F -1.509 1.828 -0.798
F -3.387 1.814 0.514
F -3.498 1.071 -1.597
F -2.405 -0.133 0.038
C -1.166 1.805 8.705
C -0.113 0.964 9.053
C 0.512 0.280 7.980
C -0.036 0.362 6.683
C -1.182 1.153 6.431
C -1.769 1.910 7.458
N 0.722 -0.363 5.609
O 1.766 -0.986 5.856
O 0.169 -0.458 4.479
H -1.672 2.230 9.559
H 0.295 0.793 10.039
H 1.353 -0.365 8.186
H -1.578 1.126 5.426
H -2.599 2.569 7.249
C 0.206 -2.197 -9.005
C 0.781 -2.796 -7.886
C 0.829 -2.112 -6.687
C 0.177 -0.815 -6.575
C -0.481 -0.294 -7.667
C -0.477 -0.995 -8.914
N 0.247 0.039 -5.368
O 0.254 -0.521 -4.233
O 0.220 1.193 -5.618
H 0.141 -2.762 -9.923
H 1.216 -3.776 -8.014
H 1.247 -2.503 -5.771
H -1.117 0.572 -7.557
H -0.987 -0.511 -9.733
```

Calculated values
multiplicity = 6
net charge = -1
E_HOMO (alpha / beta) = -6.4879 / -6.4963 eV
⟨S²⟩ = 8.757
ΔE to the lowest compared entry with this formula, charge and spin = 121.9 kcal per mole
M = 554.67 g mol⁻¹

Atom charges from the natural (NBO) analysis, given in e for atoms 1 to 2:
1. Mn 1.69
2. Br -0.78

3.
Entry from OMol25: a structure of composition C12H10BeBrF3O2 (the ωB97M-V functional and the def2-TZVPD basis).

XYZ file:
```
29
Properties=species:S:1:pos:R:3
C -1.032 -0.969 -2.156
C -1.087 -1.988 -1.136
C -1.808 -1.445 -0.006
H -0.638 -2.994 -1.193
C -2.204 -0.096 -0.334
C -1.724 0.199 -1.668
H -1.882 1.162 -2.199
H -0.581 -1.093 -3.158
H -2.021 -1.954 0.947
H -2.827 0.578 0.296
Be 0.061 -0.217 -0.056
Br 0.942 -2.062 1.143
C 2.111 0.940 0.067
C 1.266 1.719 -0.809
C 1.095 0.968 -2.040
H 0.820 2.714 -0.590
C 1.832 -0.264 -1.912
C 2.470 -0.284 -0.613
H 3.109 -1.092 -0.208
H 2.404 1.208 1.095
H 0.536 1.332 -2.929
H 1.898 -1.074 -2.658
F -0.548 0.699 4.551
C -0.266 0.272 3.308
F 1.054 -0.049 3.357
F -0.993 -0.869 3.177
C -0.595 1.349 2.158
O -1.017 2.390 2.653
O -0.378 0.924 0.913
```

Calculated values
multiplicity = 1
net charge = -2
E_HOMO = 0.1254 eV
ΔE to the lowest compared entry with this formula, charge and spin = 0.0 kcal per mole
M = 332.12 g mol⁻¹

Atom charges from the natural (NBO) analysis, given in e for atoms 1 to 2:
1. C -0.36
2. C -0.39

4.
Entry from OMol25: a structure of composition C12H10BrMgN2O3 (the ωB97M-V functional and the def2-TZVPD basis).

XYZ file:
```
29
Properties=species:S:1:pos:R:3
Mg -0.300 0.172 -0.100
Br -3.301 1.838 -0.178
C -1.826 2.618 -1.068
C -1.907 3.830 -1.717
C -0.754 4.297 -2.340
C 0.417 3.555 -2.293
C 0.406 2.354 -1.613
N -0.711 1.899 -1.014
C 1.639 1.444 -1.466
O 2.655 1.754 -2.034
O 1.418 0.409 -0.715
H -2.832 4.386 -1.734
H -0.777 5.245 -2.862
H 1.332 3.881 -2.764
O -0.255 -0.167 1.857
C -0.967 -1.406 2.102
C -0.757 -2.370 0.955
C -0.615 -3.731 1.133
C -0.452 -4.533 0.012
C -0.428 -3.951 -1.245
C -0.564 -2.579 -1.341
N -0.734 -1.804 -0.265
H 0.606 -0.177 2.295
H -2.022 -1.138 2.169
H -0.668 -1.840 3.053
H -0.628 -4.159 2.126
H -0.331 -5.602 0.123
H -0.293 -4.545 -2.136
H -0.534 -2.077 -2.299
```

Calculated values
multiplicity = 1
net charge = +1
E_HOMO = -12.6616 eV
ΔE to the lowest compared entry with this formula, charge and spin = 0.0 kcal per mole
M = 334.43 g mol⁻¹

Atom charges from the natural (NBO) analysis, given in e for atoms 1 to 2:
1. Mg 1.78
2. Br 0.09

5.
Entry from OMol25: an isolated molecule of C12H10Cl2O4 (the ωB97M-V functional and the def2-TZVPD basis).

XYZ file:
```
28
Properties=species:S:1:pos:R:3
C 2.401 -1.088 -1.015
C 2.791 -0.388 0.356
Cl 4.391 -0.831 1.151
C 1.953 0.572 0.946
Cl 2.524 1.366 2.510
C 0.571 1.080 0.386
C -0.692 0.493 0.659
C -0.824 -0.800 1.574
C -0.964 -2.180 0.781
O -2.155 -2.291 -0.042
C -1.850 -1.981 -1.403
O -2.334 -2.563 -2.380
C -2.009 1.142 0.062
O -3.098 0.563 -0.115
C -1.955 2.699 -0.304
C -0.715 3.293 -0.610
C 0.597 2.386 -0.554
O 1.598 2.741 -1.212
H 1.940 -0.384 -1.778
H 3.382 -1.487 -1.470
H 1.752 -2.026 -0.853
H -1.710 -0.694 2.303
H 0.111 -0.885 2.240
H -0.062 -2.275 0.067
H -0.883 -3.089 1.481
H -1.144 -1.092 -1.593
H -2.922 3.315 -0.301
H -0.692 4.402 -0.886
```

Calculated values
multiplicity = 1
SMILES = C/C(Cl)=C(/Cl)C1=C(CCOC=O)C(=O)C=CC1=O
E_HOMO = -9.8721 eV
M = 289.11 g mol⁻¹

Atom charges from the natural (NBO) analysis, given in e for atoms 1 to 2:
1. C -0.67
2. C 0.03

6.
Entry from OMol25: a structure of composition C12H10F2In (the ωB97M-V functional and the def2-TZVPD basis).

XYZ file:
```
25
Properties=species:S:1:pos:R:3
In 0.249 4.114 -0.246
F 1.780 1.677 0.045
C 2.572 0.582 0.231
C 3.817 0.484 -0.445
C 4.608 -0.601 -0.268
C 4.085 -1.633 0.494
C 2.867 -1.656 1.033
C 2.071 -0.545 0.908
H 4.143 1.305 -1.067
H 5.596 -0.660 -0.701
H 4.634 -2.500 0.828
H 2.485 -2.408 1.708
H 1.092 -0.528 1.362
F -1.602 2.138 -1.036
C -2.464 1.167 -0.667
C -1.968 -0.078 -0.192
C -2.911 -1.072 0.154
C -4.259 -0.822 0.057
C -4.692 0.477 -0.347
C -3.778 1.465 -0.666
H -0.906 -0.272 -0.238
H -2.510 -2.047 0.389
H -4.956 -1.646 0.022
H -5.757 0.651 -0.374
H -4.194 2.409 -0.985
```

Calculated values
multiplicity = 2
net charge = +4
E_HOMO (alpha / beta) = -22.9187 / -22.9216 eV
⟨S²⟩ = 0.770
M = 307.03 g mol⁻¹

Atom charges from the natural (NBO) analysis, given in e for atoms 1 to 2:
1. In 1.02
2. F -0.33

7.
Entry from OMol25: a cluster of 2 separate species, C12H10N2O4 in total (the ωB97M-V functional and the def2-TZVPD basis).

XYZ file:
```
28
Properties=species:S:1:pos:R:3
O -12.412 10.097 4.363
N -12.646 11.269 4.453
O -12.485 12.092 3.587
C -13.187 11.779 5.733
C -13.032 13.114 6.058
C -13.490 13.603 7.269
C -14.058 12.694 8.177
C -14.246 11.379 7.805
C -13.843 10.879 6.561
H -12.695 13.861 5.352
H -13.300 14.635 7.525
H -14.481 13.052 9.106
H -14.771 10.703 8.469
H -13.805 9.827 6.322
O -14.641 7.906 9.374
N -13.551 7.398 9.194
O -12.612 7.944 8.634
C -13.271 6.049 9.716
C -14.263 5.236 10.224
C -13.989 4.051 10.912
C -12.669 3.841 11.285
C -11.649 4.551 10.657
C -11.943 5.619 9.836
H -15.321 5.425 10.075
H -14.808 3.515 11.368
H -12.346 3.078 11.983
H -10.634 4.203 10.789
H -11.152 6.187 9.366
```

Calculated values
multiplicity = 1
SMILES = O=[N+]([O-])c1ccccc1.O=[N+]([O-])c1ccccc1
E_HOMO = -9.8049 eV
ΔE to the lowest compared entry with this formula, charge and spin = 31.8 kcal per mole
M = 246.22 g mol⁻¹

Atom charges from the natural (NBO) analysis, given in e for atoms 1 to 2:
1. O -0.37
2. N 0.54

8.
Entry from OMol25: a structure of composition C12H11BrCl2IrO2 (the ωB97M-V functional and the def2-TZVPD basis).

XYZ file:
```
29
Properties=species:S:1:pos:R:3
C 1.753 2.415 -0.410
C 0.444 2.961 -0.355
C -0.248 2.383 0.751
H 0.040 3.671 -1.056
C 0.714 1.574 1.503
C 1.943 1.578 0.749
H 2.864 1.074 1.008
H 2.483 2.572 -1.211
H -1.285 2.510 0.995
H 0.531 1.077 2.433
Ir 0.422 0.633 -0.352
Br -1.724 0.554 -1.342
C -0.193 -2.089 -1.671
C 0.767 -1.474 -0.816
C 1.549 -0.507 -1.666
H 1.210 -1.858 0.084
C 0.969 -0.611 -3.011
C -0.055 -1.557 -2.988
H -0.676 -1.837 -3.829
H -0.889 -2.848 -1.356
H 2.568 -0.241 -1.420
H 1.295 0.019 -3.825
Cl -2.084 -2.305 4.366
C -2.520 -1.319 2.971
Cl -2.447 0.422 3.285
C -1.477 -1.661 1.751
O -2.110 -2.294 0.892
O -0.312 -1.258 1.883
H -3.530 -1.584 2.636
```

Calculated values
multiplicity = 6
E_HOMO (alpha / beta) = -6.1388 / -8.6302 eV
⟨S²⟩ = 8.793
ΔE to the lowest compared entry with this formula, charge and spin = 0.0 kcal per mole
M = 530.25 g mol⁻¹

Atom charges from the Mulliken analysis, given in e for atoms 1 to 2:
1. C -0.37
2. C -0.33

9.
Entry from OMol25: an isolated molecule of C12H11BrFN3O4S (the ωB97M-V functional and the def2-TZVPD basis).

XYZ file:
```
33
Properties=species:S:1:pos:R:3
C 1.432 -0.112 5.720
N 1.284 0.143 4.180
C 1.221 -0.996 3.302
C 1.068 -0.724 2.093
S 0.984 -2.307 1.084
O 2.264 -2.183 0.191
O 0.752 -3.315 2.105
N -0.455 -1.953 0.241
C -0.660 -1.227 -0.784
C 0.380 -1.213 -1.996
C 0.012 -0.348 -2.876
C -0.986 0.404 -3.001
Br -1.433 1.534 -4.573
C -2.162 0.150 -1.890
C -1.836 -0.675 -0.963
F -2.854 -0.757 0.123
C 1.074 0.742 1.529
O 0.710 0.874 0.488
N 0.929 1.682 2.669
C 0.955 2.985 1.957
C 1.374 1.416 3.844
O 1.449 2.339 4.643
H 2.512 -0.747 5.868
H 0.832 -0.665 6.139
H 1.538 0.822 6.202
H 1.246 -1.888 3.883
H -1.275 -2.227 0.943
H 1.308 -1.807 -1.842
H 0.849 0.012 -3.690
H -2.759 0.656 -2.189
H 1.231 3.423 2.813
H 0.077 3.020 1.696
H 1.732 3.227 1.112
```

Calculated values
multiplicity = 1
SMILES = Cn1cc(S(=O)(=O)Nc2ccc(Br)cc2F)c(=O)n(C)c1=O
E_HOMO = -8.2265 eV
M = 392.21 g mol⁻¹

Atom charges from the natural (NBO) analysis, given in e for atoms 1 to 2:
1. C -0.35
2. N -0.42

| no. | F_max (hartree/bohr) |
| --- | --- |
| 1 | 0.08798 |
| 2 | 0.08041 |
| 3 | 0.12198 |
| 4 | 0.01841 |
| 5 | 0.08118 |
| 6 | 0.10444 |
| 7 | 0.03394 |
| 8 | 0.11261 |
| 9 | 0.35710 |